This record from OMol25 describes 8 unconnected molecules or ions with the total composition C49H77ClN3O14P in a non-equilibrium geometry. The level of theory is wB97M-V/def2-TZVPD.

Structure (XYZ):
```
145
Properties=species:S:1:pos:R:3
C 0.0697 4.3913 0.5385
C -0.8579 4.6968 -0.7350
C -1.1197 6.2503 -1.1030
N -1.3522 3.7178 -1.4707
C -1.0726 2.3896 -0.8984
C -2.1337 1.7834 0.0926
O -3.3202 2.4405 0.5054
C -4.3278 2.4687 -0.5428
C -5.0208 3.9056 -0.7033
C -6.0373 4.2948 0.4773
O -4.0523 4.9954 -0.8809
C -1.8109 0.3447 0.6346
C -0.4915 -0.4404 0.2240
C 0.5727 0.1686 -0.7592
C 1.9022 -0.6079 -1.1658
C 1.6665 -1.9309 -2.0274
C 0.6559 -2.0274 -3.1962
C 0.5408 -3.3761 -3.9902
C 1.4278 -4.6137 -3.6245
C 2.4302 -4.5304 -2.4238
C 2.5220 -3.1919 -1.6511
C 0.2249 1.5952 -1.3077
C 1.1725 2.3658 -2.3641
C 0.5664 2.5984 -3.7671
C 1.4744 3.3672 -4.8011
C 2.9015 3.7972 -4.3062
C 3.2622 3.4422 -2.8440
N 2.4675 2.7374 -1.8876
C -0.2833 -1.9308 0.8251
O 0.8361 -2.3765 1.2469
C -1.6404 -2.8092 0.8470
C -2.9545 -2.0294 1.2708
C -4.2975 -2.8046 1.2918
C -4.3187 -4.3183 0.8841
Cl -5.9727 -5.1436 0.9565
C -3.0327 -5.1062 0.4333
C -3.0928 -6.6441 -0.0254
P -2.6146 -6.8665 -1.8725
O -1.3386 -7.7560 -1.9143
O -3.8159 -7.7544 -2.7369
O -2.2050 -5.4038 -2.6347
C -1.6675 -4.3198 0.4375
C -0.2654 -4.9755 0.0397
C 0.4113 -5.6347 1.3773
N -0.4738 -5.4639 2.5900
C -2.8178 -0.4557 1.6222
O -3.4518 0.1001 2.5754
H 0.4296 5.3944 0.9669
H 0.9972 3.7642 0.2611
H -0.5504 3.8786 1.3610
H -1.5328 6.8189 -0.1887
H -1.8925 6.3694 -1.9487
H -0.1175 6.7785 -1.3628
H -5.1567 1.7290 -0.2258
H -3.8503 2.1916 -1.5493
H -5.6238 3.8737 -1.6877
H -6.5722 3.3640 0.8854
H -5.5399 4.8987 1.3257
H -6.8704 4.9841 0.0612
H -3.8767 5.0228 -1.8507
H 2.4276 -0.9446 -0.1901
H 2.6578 0.1131 -1.6664
H 0.0152 -1.1163 -3.4477
H -0.1751 -3.5233 -4.8739
H 1.3741 -5.5972 -4.2177
H 3.0573 -5.4463 -2.1601
H 3.2510 -3.1312 -0.7616
H -0.4806 2.2487 -4.0746
H 1.0846 3.5952 -5.8524
H 3.5592 4.3576 -5.0454
H 4.3060 3.7834 -2.4867
H -5.2735 -2.2662 1.5858
H -2.3295 -7.2202 0.5954
H -4.1541 -7.0922 0.0570
H -4.1422 -7.2270 -3.5044
H -1.2326 -5.4240 -2.8477
H 0.4739 -4.2008 -0.3664
H -0.3404 -5.8053 -0.7496
H 0.5927 -6.7510 1.1994
H 1.3842 -5.0572 1.6037
H -0.1221 -6.1184 3.3115
H -0.3557 -4.4832 2.8915
C 4.3297 1.0137 1.1954
C 5.0227 2.2938 1.6140
O 5.5914 2.9362 0.4792
H 5.0364 0.3358 0.7083
H 3.8912 0.5061 2.0587
H 3.5377 1.2237 0.4702
H 5.8274 2.0805 2.3208
H 4.3176 2.9820 2.0912
H 4.8705 3.1291 -0.1367
C 2.0579 -4.1325 6.6820
C 0.9118 -4.8761 6.0258
O 1.3722 -5.5685 4.8704
H 2.5026 -3.4195 5.9828
H 1.7162 -3.5917 7.5678
H 2.8505 -4.8265 6.9776
H 0.1326 -4.1776 5.7128
H 0.4689 -5.6005 6.7168
H 2.0548 -6.1909 5.1559
C 2.2339 9.6031 1.4775
C 1.0841 8.8555 0.8323
O 1.5416 8.1415 -0.3107
H 2.6836 10.3018 0.7673
H 1.8944 10.1603 2.3539
H 3.0220 8.9096 1.7854
H 0.3095 9.5531 0.5069
H 0.6364 8.1452 1.5350
H 2.2203 7.5200 -0.0136
C -0.3069 -0.2989 4.7059
C 1.0539 0.3263 4.5559
O 1.9703 -0.6678 4.1622
H -0.2858 -1.0984 5.4515
H -1.0458 0.4470 5.0087
H -0.6297 -0.7518 3.7636
H 1.3889 0.7597 5.5008
H 1.0449 1.1189 3.8002
H 1.6423 -1.0214 3.3205
C 7.4291 -3.8256 -1.9932
C 6.0346 -3.2454 -2.1220
O 5.3723 -3.2739 -0.8625
H 7.3839 -4.8551 -1.6282
H 7.9467 -3.8146 -2.9553
H 8.0199 -3.2563 -1.2694
H 5.4413 -3.8292 -2.8287
H 6.0730 -2.2103 -2.4759
H 5.8978 -2.7479 -0.2442
C 5.5444 7.6550 -4.1916
C 4.2459 7.6099 -4.9726
O 3.2027 7.0832 -4.1618
H 5.8200 6.6545 -3.8475
H 6.3559 8.0529 -4.8056
H 5.4383 8.2808 -3.3006
H 4.3495 6.9669 -5.8496
H 3.9579 8.6105 -5.3103
H 3.1106 7.6619 -3.3927
C -10.2861 -4.8402 2.2575
C -10.8258 -4.7051 0.8474
O -9.8416 -4.1290 -0.0022
H -9.9917 -3.8637 2.6506
H -11.0353 -5.2770 2.9224
H -9.3929 -5.4720 2.2711
H -11.7042 -4.0564 0.8349
H -11.1118 -5.6815 0.4431
H -9.0702 -4.7135 0.0067
```

LUMO in eV: -1.1
E_tot in eV: -106990.322
SMILES string: CC(C)=Nc1c(OC[C@@H](C)O)c2c(c(Cc3ccccc3)c1-c1ccccn1)C(=O)c1c(cc(Cl)c(CP(=O)(O)O)c1CCN)C2=O.CCO.CCO.CCO.CCO.CCO.CCO.CCO